No. 1
{
  "formula": "C8H9O3",
  "method": "ωB97M-V with the def2-TZVPD basis set",
  "de_lowest_kcal_mol": 150.3,
  "charge": -1,
  "species": ["H", "H", "C", "C", "O", "C", "C", "H", "H", "H", "O", "C", "H", "H", "H", "O", "C", "H", "C", "C"],
  "positions_angstrom": [[-2.15738, 1.56348, -2.22405], [0.61530, 0.39097, 1.68167], [-0.81147, 0.06748, 0.17704], [-1.77580, 1.47108, -1.21877], [0.95378, -3.05137, 0.14232], [0.68219, -1.86107, 0.27224], [2.47650, -0.51177, -0.39120], [2.47933, 0.10808, 2.32466], [-2.72261, -0.43263, -0.76874], [1.19748, -1.01999, 2.60901], [3.04673, -0.53050, -1.43181], [-0.29343, 1.01388, -0.97475], [-3.02921, 0.58685, 0.48969], [0.51221, 1.63037, -0.61861], [0.03679, 0.20257, -1.74211], [-0.46484, -1.32975, 0.09410], [-2.27648, 0.31609, -0.21649], [-1.80263, 2.46480, -0.83330], [1.46945, -0.20423, 1.95783], [1.86410, -0.87436, 0.67126]],
  "atomic_forces_ev_per_a": [[-0.048, -0.519, -0.422], [-0.533, 1.093, 0.534], [-0.566, 2.275, 0.995], [1.226, -0.423, 1.537], [-0.716, 0.604, 0.219], [2.549, -0.468, -0.572], [1.406, -0.929, -2.282], [-1.226, 0.934, 0.304], [-0.852, -2.088, -1.600], [-0.404, -0.121, 0.460], [-0.266, 0.763, 0.960], [-0.941, -4.623, -0.597], [-0.320, 0.492, 1.007], [0.238, 0.777, -0.539], [-0.002, 1.792, 0.401], [-1.162, -0.579, -0.530], [2.007, 1.955, -1.049], [-0.664, 0.827, 0.694], [3.129, -1.094, -0.081], [-2.854, -0.666, 0.560]]
}



No. 2
{
  "formula": "C2H4AuO3",
  "method": "ωB97M-V with the def2-TZVPD basis set",
  "de_lowest_kcal_mol": 0.0,
  "spin_multiplicity": 4,
  "charge": 2,
  "species": ["H", "O", "C", "O", "H", "Au", "H", "H", "O", "C"],
  "positions_angstrom": [[2.53817, 0.25721, -1.08798], [1.85606, 0.64283, -0.52965], [-1.09429, 0.46435, 0.13219], [-0.36908, 0.90524, 1.12539], [-1.95323, -1.57377, -0.10299], [1.21674, -0.16002, 0.95570], [0.93289, 1.05178, -1.15894], [-2.08020, 0.94006, 0.00653], [-0.00132, -1.53789, 0.56167], [-1.04574, -0.98979, 0.09808]],
  "atomic_forces_ev_per_a": [[0.542, -0.192, -0.933], [-1.796, 5.352, -7.618], [-2.758, -1.607, 1.148], [-2.129, 3.212, -0.394], [0.378, -0.219, -0.370], [4.686, -3.024, 7.936], [4.171, -1.367, 1.849], [0.435, 0.186, -0.302], [-2.444, -3.344, -0.729], [-1.084, 1.003, -0.588]]
}



No. 3
{
  "formula": "C27H68NO9S",
  "method": "ωB97M-V with the def2-TZVPD basis set",
  "e_tot_ha": -2199.023593,
  "charge": 1,
  "species": ["O", "H", "H", "O", "H", "H", "H", "H", "H", "C", "H", "C", "H", "H", "C", "H", "H", "H", "H", "H", "H", "H", "C", "H", "C", "H", "C", "C", "H", "C", "C", "H", "H", "H", "C", "N", "C", "O", "C", "C", "H", "H", "H", "H", "H", "H", "C", "C", "C", "H", "H", "S", "H", "H", "C", "H", "H", "C", "H", "O", "H", "H", "H", "O", "C", "H", "H", "O", "H", "O", "H", "C", "H", "O", "H", "H", "H", "H", "C", "O", "C", "H", "C", "H", "H", "H", "H", "H", "H", "H", "H", "H", "H", "C", "H", "C", "H", "H", "H", "H", "C", "C", "H", "H", "H", "H"],
  "positions_angstrom": [[-3.72680, 0.18971, -4.43642], [-6.89248, -0.95852, 2.04804], [-3.46953, 0.58180, -1.80653], [-4.31893, -5.24895, -2.19382], [-1.95689, -1.13327, 1.48843], [-3.18726, -4.88369, -0.52983], [-2.97312, -0.24693, -4.00361], [-5.54686, 1.12242, 1.68343], [7.02382, 2.53108, -2.56630], [-2.86422, 0.20244, 4.45625], [6.49709, 4.06181, 0.04535], [3.47370, 0.75959, 0.35232], [1.58237, 3.47969, 5.38031], [4.77747, 1.95708, 2.79039], [1.49994, 1.31850, 5.32423], [-4.91629, -5.74299, 1.07144], [6.89525, 0.36540, 1.00299], [-5.07073, -0.76131, -3.21144], [-2.92656, 0.51073, 5.50443], [-8.38129, -0.02989, 1.92138], [-4.00370, -0.92304, 3.00935], [-7.61980, 0.73011, -0.22406], [-6.60268, 1.07985, 1.40018], [0.71099, 1.26132, 4.56722], [4.52484, -0.43635, 0.74334], [-0.96960, -1.77420, -0.80300], [1.79994, 4.50023, -3.78387], [2.25147, 2.62923, 5.21708], [4.57563, -2.47145, -2.41611], [1.27381, -2.69258, 1.51950], [-0.96352, -0.54891, 1.22814], [6.15005, 0.83545, 3.72127], [3.05287, 2.67299, 5.96048], [-1.42272, -3.30505, -5.70616], [2.55147, 5.81097, -3.89102], [3.39198, -2.38960, -0.13937], [-4.34145, 1.04833, -2.27653], [3.13533, 5.93141, -5.17980], [-4.96930, -5.97475, 0.00399], [2.77713, -2.13565, 1.06204], [-5.26020, -5.27600, -2.43732], [-4.53288, -6.96463, -0.16522], [1.88237, 6.66142, -3.72780], [2.51457, 0.72606, 1.06051], [-1.63875, -4.37096, -3.44024], [3.23321, -0.46199, 2.77970], [4.76444, -1.69743, -0.27642], [3.76628, -1.17722, 1.99367], [5.56103, 1.08809, 2.72105], [2.41469, 5.89989, -5.83226], [-1.05295, 0.61534, 1.45682], [0.39435, -1.24412, 2.31785], [-4.68195, -3.93562, -0.65938], [-3.55509, -3.23785, -2.86077], [-4.24308, -4.92626, -0.81307], [0.73762, -3.15356, 0.58710], [6.50889, 1.80100, -1.03282], [5.80085, 0.33420, 1.42571], [1.01099, 4.44306, -4.54089], [5.11500, 2.97675, -1.95890], [2.88982, -2.97237, -0.84542], [3.81070, -0.76424, -2.18700], [-4.13535, -1.53167, 4.67698], [-6.67853, 0.75717, 0.01944], [-0.69572, -0.69344, -0.38584], [-1.46435, 0.04477, -0.92195], [7.00727, 4.79762, -1.46899], [4.51620, -2.08289, 2.88160], [1.34752, 4.38988, -2.79437], [2.83533, 2.74967, 3.92830], [1.49842, -3.52435, 2.34505], [-1.74078, -3.28893, -3.56835], [-7.27589, 0.26312, 3.28470], [-2.70837, -2.81015, -2.64592], [5.47834, -2.17034, 2.61405], [8.10710, 3.68887, -0.61609], [2.17324, 0.47341, 5.14683], [2.11469, 2.71815, 3.27584], [-4.06704, -0.62968, 4.06239], [-2.79094, 1.36431, 3.64320], [-7.32890, 0.03137, 2.21725], [-1.94163, -0.36918, 4.31894], [-4.78345, 0.25720, -3.49023], [-4.04337, 2.06156, -2.56545], [3.09034, 0.71402, -0.75254], [2.47324, 3.65515, -3.96128], [-3.13153, -3.39480, -5.21796], [-7.04155, 2.07050, 1.55388], [-2.27316, -1.86376, -5.09939], [-5.64089, 0.73863, -3.96963], [0.37007, -0.35625, -0.73911], [5.76443, -0.91196, -2.29584], [-3.61112, 1.86923, 3.77875], [-2.16058, -2.94668, -4.98290], [3.35287, 5.85472, -3.14763], [4.77132, -1.40488, -1.92033], [1.04752, 1.20814, 6.31373], [5.64049, -2.40979, 0.04297], [3.97470, 1.81866, 0.54177], [-5.14648, 1.11356, -1.53920], [7.06181, 3.87955, -0.87489], [6.47263, 2.71145, -1.63826], [-0.78098, -2.82118, -3.33002], [-6.02169, -6.03600, -0.29188], [5.09441, 3.78228, -2.50361], [-4.99102, -0.05362, 4.17736]],
  "atomic_forces_ev_per_a": [[0.349, -0.141, -0.262], [0.028, 0.154, 0.052], [-0.107, -0.110, 0.001], [-0.199, 0.172, -0.571], [2.019, 1.501, -0.488], [-0.114, 0.027, -0.259], [-0.482, 0.192, -0.117], [-0.052, -0.006, -0.237], [0.172, -0.095, 0.092], [-0.393, 0.040, 0.037], [0.091, -0.113, -0.086], [-0.911, 0.573, -0.249], [0.012, -0.048, 0.193], [0.574, -2.698, 0.250], [-0.052, -0.157, 0.126], [-0.073, -0.052, -0.074], [-2.043, -1.373, 1.230], [-0.177, 0.023, 0.115], [0.063, -0.205, 0.068], [0.060, 0.099, 0.113], [0.044, -0.004, 0.115], [0.497, 0.017, 0.097], [-0.382, -0.105, 0.028], [-0.061, 0.074, 0.109], [0.223, 1.759, 1.871], [0.718, 2.296, 1.001], [-0.059, -0.214, 0.157], [-0.322, -0.135, 0.014], [0.822, 2.329, 0.883], [1.818, -0.405, -0.900], [-0.807, 0.008, -1.807], [-0.280, 1.368, -2.743], [-0.008, 0.068, -0.261], [-0.111, 0.024, -0.007], [-0.291, -0.121, -0.309], [-1.654, 0.755, 4.594], [-0.207, 0.241, 0.197], [-0.007, 0.059, -0.298], [0.009, -0.154, 0.150], [0.351, -0.475, -1.166], [0.471, -0.090, 0.112], [0.013, 0.173, 0.051], [0.000, -0.032, 0.243], [1.994, -0.099, -1.570], [0.135, -0.040, -0.089], [0.817, -1.385, -2.349], [-0.677, 0.966, -1.944], [-0.322, -0.763, 0.032], [0.481, -1.236, -2.520], [0.426, 0.042, 0.323], [0.230, -2.726, -0.036], [-0.028, -0.185, -0.355], [0.101, 0.053, 0.209], [0.417, -0.066, 0.170], [-0.334, -0.151, 0.227], [0.944, 0.860, 1.858], [-0.196, 0.046, -0.083], [-0.096, 1.144, 2.958], [-0.011, 0.066, 0.136], [-0.379, 0.037, -0.195], [0.982, 0.667, 0.621], [2.270, -1.107, 0.587], [-0.083, 0.069, -0.062], [-0.261, -0.026, -0.268], [-0.995, 0.251, -0.563], [1.663, -1.651, 1.170], [0.112, -0.121, -0.011], [0.559, 0.613, -1.908], [-0.032, -0.039, -0.087], [0.044, 0.038, -0.603], [-0.608, 1.883, -1.813], [-0.441, -0.184, -0.224], [-0.104, -0.061, -0.061], [-0.085, 0.361, 0.258], [-1.652, 0.399, 0.218], [-0.066, 0.105, -0.017], [-0.005, 0.100, 0.111], [0.350, 0.087, 0.359], [-0.042, -0.228, 0.006], [-0.037, 0.402, -0.183], [0.015, -0.131, 0.183], [-0.013, 0.203, -0.050], [0.376, 0.017, 0.267], [-0.091, -0.115, -0.054], [0.855, 0.144, 2.070], [-0.025, 0.125, 0.084], [0.149, -0.041, 0.014], [0.084, 0.027, 0.194], [0.077, -0.211, -0.057], [0.216, -0.089, -0.099], [-1.910, -0.720, 0.921], [-2.078, -1.021, 0.714], [0.468, -0.218, -0.086], [0.149, 0.086, -0.188], [0.013, 0.094, -0.212], [-0.475, -0.526, 0.588], [-0.011, -0.049, -0.118], [-1.834, 1.388, -0.519], [-0.991, -2.421, -0.632], [0.201, -0.016, -0.047], [0.146, 0.024, 0.205], [0.084, 0.478, -0.143], [-0.122, 0.050, 0.131], [0.053, 0.090, 0.111], [-0.023, -0.420, 0.253], [0.074, -0.085, 0.103]]
}



No. 4
{
  "formula": "C5H8O2",
  "method": "ωB97M-V with the def2-TZVPD basis set",
  "de_lowest_kcal_mol": 112.5,
  "charge": 0,
  "species": ["C", "C", "H", "H", "H", "H", "C", "H", "O", "H", "O", "C", "H", "C", "H"],
  "positions_angstrom": [[-0.24546, 0.77812, 0.25715], [0.45024, -1.07098, -1.42260], [1.37041, -1.26114, -0.86187], [0.75872, 1.06991, 2.16659], [-1.36803, 0.79155, 0.98317], [0.67312, -0.39360, -2.25437], [-0.62065, -0.45915, -0.54619], [0.09453, -2.02090, -1.83213], [-0.13406, 1.99698, -0.35392], [0.58363, 2.48799, 0.06656], [-1.00296, -1.23472, 0.60014], [-0.88193, -0.30634, 1.65157], [1.33124, -0.40385, 1.25460], [0.52384, 0.30565, 1.42342], [-1.53262, -0.27952, -1.13211]],
  "atomic_forces_ev_per_a": [[0.087, -0.182, -0.040], [0.054, -0.014, -0.006], [-0.146, 0.032, -0.083], [-0.033, -0.080, -0.151], [-0.053, -0.063, -0.014], [-0.034, -0.106, 0.101], [0.065, 0.101, -0.175], [0.054, 0.131, 0.035], [0.117, 0.142, 0.119], [-0.130, -0.027, -0.099], [-0.116, -0.019, 0.056], [0.038, 0.000, 0.101], [-0.124, 0.062, 0.054], [0.105, 0.032, 0.011], [0.116, -0.008, 0.092]]
}



| no. | maximum force (eV Å⁻¹) |
| --- | --- |
| 1 | 4.76 |
| 2 | 9.70 |
| 3 | 4.94 |
| 4 | 0.22 |